Formula: C5H6O
Source: the OMol25 dataset
Level of theory: ωB97M-V/def2-TZVPD

Results
**Energy relative to the best compared isomer or geometry (same formula, charge and spin)**: 439.9 kJ/mol
**HOMO (alpha / beta)**: -0.25702 / -0.26573 hartree
**Kohn-Sham gap (alpha / beta)**: 7.22 / 8.17 eV
**Net charge**: 0
**Electronic energy**: -269.178696 a.u.
**Max |F|**: 0.0260 Eh/bohr

Bonds (Å) are listed after each position.
Geometry (Å):
1 C -1.948 0.906 -0.305  C2 1.485, H7 1.093, H8 1.097, H9 1.098
2 C -0.741 0.208 0.208  C1 1.485, O3 1.285, H10 1.085
3 O -0.344 -0.866 -0.375  C2 1.285, C4 1.340
4 C 0.837 -1.470 -0.183  O3 1.340, C5 1.396, H11 1.077
5 C 1.875 -0.755 0.417  C4 1.396, C6 1.216
6 C 2.737 -0.046 0.898  C5 1.216, H12 1.067
7 H -2.176 0.581 -1.323  C1 1.093
8 H -1.749 1.984 -0.327  C1 1.097
9 H -2.840 0.757 0.318  C1 1.098
10 H -0.133 0.584 1.025  C2 1.085
11 H 0.933 -2.400 -0.718  C4 1.077
12 H 3.532 0.579 1.242  C6 1.067